Entry 1:
ORCA calculation (ωB97M-V/def2-TZVPD) on the ion C7H9N2O with charge +1 in a non-equilibrium geometry.

Values from the calculation:
ΔE to the lowest compared entry with this formula, charge and spin ... 119.80 kcal per mole
F_max ... 9.955 eV/A

Structure (ORCA input):
```
! wB97M-V def2-TZVPD RIJCOSX def2/J DEFGRID3
* xyz 1 1
H -2.440 1.755 -0.394
N -1.546 1.810 0.051
C -1.017 0.190 0.184
O -1.871 -0.801 0.224
C -3.168 -0.528 -0.199
N 0.333 0.035 0.329
C 1.090 1.156 0.246
C 2.376 1.020 -0.085
C 2.895 -0.216 -0.274
C 2.233 -1.317 0.125
C 0.946 -1.173 0.542
H -3.111 0.376 -0.828
H -3.797 -0.450 0.714
H -3.573 -1.316 -0.896
H 0.485 2.162 0.240
H 3.013 1.888 -0.148
H 3.964 -0.387 -0.629
H 2.880 -2.208 0.049
H 0.309 -1.997 0.748
*
```

Quick look at the natural (NBO) charges, all values in e: 0.329 -0.705 0.719 -0.449 -0.261 -0.369 0.126 -0.248 -0.054 -0.246 0.111 0.192 0.229 0.230 0.333 0.268 0.260 0.278 0.255

Entry 2:
ORCA calculation (ωB97M-V/def2-TZVPD) on a cluster of 3 separate species, C31H65B3N4O5 in total.

Values from the calculation:
F_max ... 0.998 eV/A
Energy ... -1890.146634 Ha

Structure (ORCA input):
```
! wB97M-V def2-TZVPD RIJCOSX def2/J DEFGRID3
* xyz 0 3
C 1.898 -1.498 3.119
C 2.738 -2.615 2.493
C 3.842 -2.113 1.552
C 3.375 -1.902 0.101
C 3.071 -0.431 -0.230
C 1.924 -0.232 -1.220
C 1.303 1.165 -1.168
C 0.679 1.504 0.210
B -0.867 1.691 0.182
O -1.686 0.674 -0.293
B -2.773 0.331 0.498
C -3.326 -1.128 0.494
C -2.205 -2.173 0.350
N -2.579 -3.546 0.690
O -3.301 1.331 1.310
B -2.522 2.431 1.622
C -2.725 3.165 2.998
C -2.570 2.158 4.125
C -3.715 1.957 5.089
N -1.514 1.472 4.299
O -1.518 2.788 0.737
H 1.110 -1.153 2.444
H 1.401 -1.831 4.031
H 2.519 -0.640 3.383
H 2.079 -3.293 1.944
H 3.190 -3.209 3.291
H 4.663 -2.834 1.566
H 4.252 -1.178 1.944
H 4.124 -2.293 -0.591
H 2.469 -2.492 -0.070
H 3.973 0.049 -0.623
H 2.839 0.087 0.704
H 1.136 -0.965 -1.015
H 2.286 -0.421 -2.235
H 2.060 1.914 -1.413
H 0.540 1.222 -1.948
H 1.146 2.383 0.659
H 0.865 0.675 0.902
H -3.910 -1.318 1.397
H -4.006 -1.227 -0.361
H -1.852 -2.180 -0.681
H -1.351 -1.901 0.978
H -3.189 -3.923 -0.026
H -3.128 -3.557 1.542
H -3.700 3.656 3.034
H -1.971 3.947 3.112
H -4.134 0.959 4.961
H -3.343 2.032 6.110
H -4.505 2.693 4.951
H -0.797 1.697 3.607
C -7.694 -2.121 -4.107
C -8.079 -2.279 -2.633
C -9.598 -2.219 -2.447
C -10.173 -0.828 -2.697
C -9.488 0.221 -1.824
C -7.954 0.207 -1.907
N -7.468 -1.210 -1.771
O -7.306 -1.573 -0.554
C -7.466 0.850 -3.208
C -7.364 1.014 -0.755
C -7.539 -3.627 -2.166
H -7.937 -3.049 -4.624
H -8.225 -1.325 -4.619
H -6.622 -1.945 -4.209
H -9.830 -2.525 -1.423
H -10.057 -2.954 -3.114
H -10.091 -0.561 -3.754
H -11.240 -0.835 -2.469
H -9.829 1.223 -2.099
H -9.778 0.062 -0.781
H -6.391 0.706 -3.327
H -7.662 1.921 -3.156
H -7.964 0.476 -4.098
H -7.739 0.679 0.208
H -7.635 2.062 -0.895
H -6.276 0.935 -0.741
H -6.451 -3.653 -2.243
H -7.951 -4.406 -2.809
H -7.815 -3.836 -1.137
C 8.284 3.291 -0.589
C 8.636 2.440 0.635
C 10.099 1.987 0.593
C 10.372 0.960 -0.501
C 9.445 -0.248 -0.374
C 7.955 0.111 -0.275
N 7.778 1.211 0.734
O 7.639 0.785 1.934
C 7.391 0.505 -1.644
C 7.157 -1.094 0.208
C 8.378 3.296 1.871
H 8.740 4.274 -0.463
H 8.653 2.889 -1.527
H 7.205 3.425 -0.669
H 10.351 1.553 1.565
H 10.730 2.870 0.462
H 10.275 1.416 -1.490
H 11.407 0.621 -0.424
H 9.574 -0.915 -1.231
H 9.723 -0.818 0.517
H 6.378 0.897 -1.541
H 7.349 -0.389 -2.268
H 7.991 1.238 -2.174
H 7.554 -1.505 1.131
H 7.193 -1.869 -0.560
H 6.116 -0.822 0.379
H 7.325 3.572 1.936
H 8.973 4.207 1.789
H 8.652 2.777 2.784
*
```

Here are the Löwdin charges for atoms 1 to 99, given in e: -0.105 -0.253 -0.226 -0.199 -0.207 -0.205 -0.190 -0.049 -0.515 0.294 -0.513 -0.048 -0.289 -0.010 0.294 -0.522 -0.003 -0.423 -0.036 0.143 0.302 0.051 0.069 0.073 0.101 0.100 0.101 0.101 0.101 0.102 0.101 0.095 0.111 0.114 0.112 0.107 0.116 0.099 0.113 0.115 0.115 0.104 0.059 0.061 0.110 0.123 0.084 0.080 0.069 0.057 -0.031 -0.492 -0.133 -0.173 -0.129 -0.487 -0.107 -0.031 -0.030 -0.039 -0.042 0.088 0.056 0.095 0.126 0.125 0.104 0.113 0.124 0.124 0.094 0.087 0.058 0.081 0.089 0.086 0.090 0.087 0.079 -0.032 -0.493 -0.133 -0.174 -0.128 -0.483 -0.106 -0.024 -0.027 -0.040 -0.043 0.087 0.056 0.095 0.126 0.125 0.104 0.112 0.124 0.124

Entry 3:
ORCA calculation (ωB97M-V/def2-TZVPD) on a structure of composition C27H20Cl2CoN3O2S.

Values from the calculation:
ΔE to the lowest compared entry with this formula, charge and spin ... 0.00 kcal per mole
F_max ... 0.270 eV/A

Structure (ORCA input):
```
! wB97M-V def2-TZVPD RIJCOSX def2/J DEFGRID3
* xyz -1 2
Co 0.508 0.290 0.131
S 1.458 4.264 1.812
C 0.190 3.622 2.814
C -0.419 4.190 3.927
C -1.377 3.448 4.592
C -1.720 2.162 4.162
C -1.127 1.596 3.051
C -0.170 2.345 2.367
N 0.534 1.930 1.247
C 1.426 2.805 0.872
C 2.317 2.440 -0.220
C 3.311 3.282 -0.712
C 4.134 2.821 -1.725
C 3.945 1.528 -2.211
C 2.944 0.709 -1.701
C 2.079 1.128 -0.685
H -0.147 5.179 4.271
H -1.865 3.867 5.463
H -2.470 1.603 4.706
H -1.386 0.613 2.685
H 3.449 4.281 -0.311
H 4.914 3.452 -2.132
H 4.594 1.160 -2.998
H 2.843 -0.295 -2.100
C 0.202 -1.336 -2.416
N 0.594 -1.299 -1.015
C 1.001 -2.373 -0.430
C 1.334 -2.322 0.948
C 1.854 -3.275 1.834
C 1.989 -2.616 3.056
C 1.543 -1.301 2.843
N 1.150 -1.120 1.579
C -0.962 -2.257 -2.716
C -1.038 -2.902 -3.946
C -2.122 -3.709 -4.263
C -3.147 -3.882 -3.345
C -3.074 -3.248 -2.112
C -1.990 -2.445 -1.795
H 1.053 -1.629 -3.043
H -0.074 -0.317 -2.691
H 1.082 -3.312 -0.980
H 2.093 -4.305 1.611
H 2.356 -3.026 3.985
H 1.493 -0.492 3.560
H -0.235 -2.770 -4.664
H -2.162 -4.205 -5.225
H -3.996 -4.510 -3.587
H -3.871 -3.371 -1.389
H -1.935 -1.961 -0.827
Cl -4.459 -0.537 0.266
C -3.599 0.883 -0.369
Cl -3.892 2.298 0.676
C -2.074 0.655 -0.480
O -1.542 1.115 -1.495
O -1.519 0.041 0.468
H -4.016 1.111 -1.341
*
```

Quick look at the natural (NBO) charges, all values in e: 1.031 0.374 -0.232 -0.228 -0.226 -0.205 -0.216 0.197 -0.488 0.144 -0.211 -0.184 -0.265 -0.191 -0.282 -0.135 0.211 0.205 0.210 0.269 0.197 0.198 0.194 0.196 -0.269 -0.499 0.162 -0.037 -0.280 -0.357 -0.045 -0.544 -0.029 -0.216 -0.220 -0.235 -0.221 -0.160 0.184 0.255 0.172 0.199 0.197 0.183 0.200 0.201 0.201 0.211 0.236 -0.039 -0.286 -0.037 0.733 -0.695 -0.758 0.230

Entry 4:
ORCA calculation (ωB97M-V/def2-TZVPD) on a cluster of 2 separate species, C4H12O2 in total in a non-equilibrium geometry.

Values from the calculation:
ΔE to the lowest compared entry with this formula, charge and spin ... 43.94 kcal per mole
F_max ... 1.603 eV/A

Structure (ORCA input):
```
! wB97M-V def2-TZVPD RIJCOSX def2/J DEFGRID3
* xyz 1 2
C 1.397 2.179 -2.814
O 0.619 3.230 -3.258
C 1.062 1.988 -1.330
H 1.144 1.346 -3.464
H 2.448 2.393 -2.975
H 1.191 4.009 -3.427
H 0.039 1.910 -0.980
H 1.420 1.000 -1.018
H 1.535 2.816 -0.840
C -0.989 -1.638 2.139
O -2.255 -1.208 1.660
C -0.954 -3.114 2.453
H -0.317 -1.466 1.291
H -0.669 -1.090 3.023
H -2.847 -1.937 1.869
H -1.061 -3.739 1.569
H -0.007 -3.311 2.954
H -1.757 -3.367 3.147
*
```

Quick look at the natural (NBO) charges, all values in e: -0.094 -0.274 -0.586 0.292 0.221 0.522 0.274 0.281 0.250 -0.066 -0.656 -0.645 0.166 0.184 0.473 0.217 0.230 0.212

Entry 5:
ORCA calculation (ωB97M-V/def2-TZVPD) on a structure of composition C23H43GeN4O2PtSSi2 in a non-equilibrium geometry.

Values from the calculation:
ΔE to the lowest compared entry with this formula, charge and spin ... 87.04 kcal per mole
F_max ... 2.259 eV/A

Structure (ORCA input):
```
! wB97M-V def2-TZVPD RIJCOSX def2/J DEFGRID3
* xyz 1 1
Pt 0.081 0.909 0.863
C -1.114 -4.432 0.154
Si -1.207 -3.169 -1.226
C -1.004 -3.965 -2.908
C -2.878 -2.310 -1.111
C 0.149 -1.855 -1.029
C 1.135 -1.918 0.056
C 1.680 -3.178 0.361
C 2.639 -3.298 1.341
C 3.075 -2.161 2.013
C 2.505 -0.960 1.665
N 1.564 -0.834 0.721
Si 1.931 0.095 -2.918
C 2.438 -1.573 -3.537
C 1.298 1.304 -4.181
C 3.074 0.879 -1.689
H -2.094 -4.903 0.267
H -0.845 -3.981 1.111
H -0.400 -5.228 -0.057
H -1.826 -4.654 -3.119
H -0.073 -4.531 -2.964
H -0.993 -3.209 -3.697
H -3.624 -2.970 -0.664
H -3.239 -2.031 -2.097
H -2.824 -1.400 -0.507
H 1.364 -4.040 -0.206
H 3.054 -4.270 1.576
H 3.827 -2.206 2.786
H 2.802 -0.046 2.162
H 1.583 -2.095 -3.968
H 2.834 -2.179 -2.722
H 3.211 -1.479 -4.304
H 0.612 0.822 -4.880
H 2.113 1.750 -4.754
H 0.758 2.112 -3.681
H 3.599 0.136 -1.089
H 2.514 1.531 -1.015
H 3.817 1.486 -2.212
O -0.975 2.087 -0.356
N -1.853 1.541 -1.172
C -3.093 2.062 -1.196
C -3.994 1.636 -2.142
C -3.620 0.666 -3.059
C -2.359 0.103 -2.965
C -1.459 0.556 -2.005
S -0.008 -0.387 -1.905
H -3.281 2.831 -0.462
H -4.979 2.081 -2.163
H -4.313 0.340 -3.822
H -2.057 -0.700 -3.621
C -2.411 -1.012 2.503
N -1.771 -0.909 3.798
C -0.500 -0.481 3.991
N -0.103 -0.376 5.289
O 0.289 -0.195 3.083
H -2.528 -2.053 2.195
H -1.794 -0.500 1.764
H -3.391 -0.535 2.529
H -2.331 -1.098 4.611
H -0.657 -0.710 6.055
H 0.862 -0.156 5.458
C 2.504 3.052 2.414
Ge 0.811 3.800 1.761
C 0.401 5.403 2.812
C 1.031 4.345 -0.107
C -0.554 2.412 2.060
H 3.328 3.752 2.269
H 2.743 2.129 1.882
H 2.429 2.822 3.478
H 1.217 6.120 2.709
H 0.287 5.161 3.868
H -0.516 5.877 2.463
H 1.861 5.050 -0.171
H 0.128 4.834 -0.473
H 1.236 3.492 -0.753
H -1.549 2.706 1.733
H -0.570 2.104 3.105
*
```

Quick look at the Löwdin charges, all values in e: 0.925 -0.174 0.480 -0.175 -0.163 -0.517 -0.389 -0.053 -0.044 -0.061 -0.161 -0.047 0.453 -0.169 -0.187 -0.175 0.038 0.034 0.034 0.036 0.036 0.020 0.042 0.015 0.021 0.094 0.115 0.106 0.095 0.035 0.041 0.049 0.039 0.045 0.038 0.037 0.006 0.049 -0.309 -0.146 0.033 -0.001 -0.021 -0.073 -0.410 0.923 0.153 0.127 0.128 0.118 -0.064 0.035 -0.589 0.181 -0.063 0.082 0.035 0.091 0.138 0.105 0.113 -0.214 0.745 -0.218 -0.220 -0.369 0.024 -0.017 0.023 0.021 0.018 0.018 0.026 0.021 -0.016 -0.002 0.008